Density functional theory data (ωB97M-V/def2-TZVPD) for a 16-piece molecular cluster, C78H131F27N14O18 overall.

```
268
Properties=species:S:1:pos:R:3:forces:R:3
C 23.556 23.153 23.814 0.4 -1.2 -1.4
C 23.616 22.006 22.709 -0.1 2.4 1.4
N 25.036 21.680 22.503 -0.7 1.3 -0.2
C 26.047 22.491 21.979 0.1 -0.8 -0.5
C 26.965 21.618 21.454 0.1 2.0 0.5
N 26.525 20.387 21.694 -0.2 -2.3 0.7
C 25.357 20.438 22.368 1.0 -2.1 -0.9
C 27.264 19.146 21.425 -1.6 -1.4 0.7
H 24.285 22.928 24.595 -0.5 -0.2 0.3
H 22.541 23.309 24.147 -0.1 -0.1 0.3
H 23.896 24.081 23.382 0.0 0.3 -0.3
H 23.285 22.391 21.735 -0.2 0.1 0.3
H 23.023 21.137 23.000 0.6 -0.2 0.1
H 26.087 23.560 21.953 -0.5 0.2 0.2
H 27.943 21.797 21.051 0.0 0.1 -0.2
H 24.804 19.524 22.711 0.2 0.3 0.0
H 26.824 18.366 22.135 0.9 1.0 -0.7
H 28.321 19.316 21.563 0.2 -0.1 0.1
H 27.057 18.751 20.422 0.3 0.4 -0.1
C 26.715 24.349 17.725 0.2 -0.2 0.3
C 25.490 23.745 18.428 -0.5 1.6 -0.2
N 25.449 22.324 18.424 1.9 -0.9 -0.3
C 26.510 21.491 18.063 -2.0 -0.4 -0.2
C 26.036 20.233 18.163 0.6 0.3 0.4
N 24.772 20.326 18.709 1.2 -1.3 -0.8
C 24.441 21.584 18.833 -0.8 1.0 0.7
C 24.040 19.113 18.957 0.4 -0.5 0.7
H 26.960 23.871 16.773 -0.3 0.1 0.1
H 27.583 24.230 18.370 0.2 -0.2 0.1
H 26.662 25.432 17.573 -0.5 -0.3 0.0
H 24.526 24.067 18.046 0.1 0.3 -0.5
H 25.404 24.055 19.452 0.3 0.4 0.6
H 27.371 21.766 17.543 1.1 0.8 -0.3
H 26.577 19.298 17.991 -0.4 -0.2 0.2
H 23.566 22.053 19.282 -0.3 0.0 0.0
H 24.554 18.339 18.385 -0.5 0.0 -0.3
H 23.000 19.267 18.694 -0.1 -0.3 0.1
H 24.215 18.781 19.994 -0.6 0.3 -0.1
C 17.419 14.608 19.176 -0.9 0.5 -0.2
C 18.822 14.379 18.658 -0.8 -0.7 -0.1
N 19.559 15.637 18.763 0.2 0.4 -1.2
C 20.458 15.981 19.718 0.1 2.1 0.0
C 20.870 17.277 19.436 0.5 -1.6 0.8
N 20.239 17.640 18.278 -0.6 1.3 0.0
C 19.418 16.664 17.910 -1.6 -0.8 -1.0
C 20.262 18.981 17.634 2.2 -0.8 -1.1
H 17.473 14.774 20.241 -0.1 0.1 0.4
H 16.736 13.763 19.063 0.2 0.0 -0.2
H 16.934 15.507 18.734 0.4 -0.6 0.1
H 18.833 13.953 17.643 0.1 0.7 0.1
H 19.305 13.631 19.272 0.5 0.1 0.3
H 20.536 15.417 20.607 0.7 -0.9 0.4
H 21.633 17.856 19.956 -0.5 0.0 -0.3
H 18.598 16.728 17.098 1.6 0.3 0.8
H 19.982 19.816 18.258 -0.4 -0.2 0.5
H 19.662 18.898 16.733 -0.4 0.1 0.1
H 21.329 19.157 17.279 -1.2 -0.2 0.4
C 18.032 16.671 23.836 -1.8 0.3 0.1
C 18.555 15.561 22.971 0.6 1.1 -0.2
N 19.021 14.434 23.795 -0.1 -0.8 0.4
C 18.329 13.624 24.708 -0.3 0.0 -0.2
C 19.238 12.845 25.353 1.1 0.8 -1.1
N 20.490 13.195 24.815 0.1 0.4 -1.1
C 20.317 14.121 23.858 -0.8 -0.2 0.7
C 21.817 12.618 25.122 -0.8 2.0 1.2
H 18.764 17.049 24.496 0.8 0.0 1.1
H 17.144 16.298 24.377 0.4 0.3 0.0
H 17.704 17.577 23.296 0.0 -0.7 -0.3
H 19.464 15.963 22.497 -0.3 -0.5 -0.2
H 17.797 15.344 22.229 0.2 -0.8 0.0
H 17.240 13.577 24.795 0.5 0.3 -0.2
H 19.157 12.046 26.072 -0.2 0.2 0.0
H 21.056 14.614 23.226 0.0 -0.5 0.4
H 21.641 11.585 25.298 0.5 -0.9 -0.1
H 22.149 13.146 26.035 0.0 -0.6 -0.1
H 22.536 12.912 24.365 -0.2 -0.6 -0.3
C 15.387 14.605 11.763 0.5 -0.1 1.2
C 16.841 14.474 11.376 0.6 -0.6 -0.1
N 17.614 15.551 11.987 0.4 1.6 0.2
C 17.276 16.933 12.066 1.6 -1.6 1.1
C 18.237 17.478 12.887 -1.4 0.2 -1.0
N 19.116 16.505 13.236 0.5 -0.2 0.0
C 18.737 15.365 12.684 0.1 -1.2 -0.3
C 20.312 16.736 14.081 -1.7 -1.3 0.1
H 14.873 13.732 11.426 -0.5 -0.6 0.0
H 14.919 15.446 11.320 -0.4 0.9 -0.6
H 15.263 14.749 12.865 0.2 -0.4 -0.8
H 17.026 14.406 10.277 -0.3 0.5 0.8
H 17.283 13.536 11.769 -0.3 0.6 0.0
H 16.326 17.274 11.734 -0.2 0.4 -0.2
H 18.283 18.452 13.325 0.1 0.2 0.0
H 19.265 14.394 12.733 -0.4 0.5 0.0
H 20.230 16.080 14.957 0.1 0.1 -0.3
H 20.172 17.733 14.397 0.5 1.1 0.4
H 21.187 16.531 13.504 0.6 0.2 -0.2
C 22.593 14.906 16.191 0.6 -0.3 -0.8
C 23.302 13.884 17.070 1.5 -0.1 0.7
N 23.976 14.447 18.289 0.2 -0.5 0.3
C 25.032 15.368 18.332 -2.5 -0.8 -0.3
C 25.254 15.627 19.623 -0.2 -0.5 0.4
N 24.388 14.821 20.381 1.2 0.0 -1.2
C 23.676 14.057 19.546 0.1 1.1 -0.6
C 24.291 14.900 21.826 -0.2 -0.6 -0.3
H 21.934 14.428 15.447 0.6 0.1 0.5
H 23.348 15.500 15.640 -0.3 -0.3 0.2
H 21.988 15.623 16.704 -0.4 0.3 0.9
H 24.075 13.332 16.528 0.1 0.5 -0.3
H 22.808 13.057 17.524 -1.6 -0.3 -0.1
H 25.238 15.868 17.430 1.0 0.4 -0.6
H 26.002 16.304 19.960 0.2 0.4 0.7
H 22.892 13.364 19.885 -0.1 0.2 -0.1
H 23.343 14.435 22.095 0.1 0.1 0.2
H 24.320 15.953 22.017 0.0 0.6 0.8
H 25.120 14.395 22.322 0.0 0.0 -0.1
C 15.102 22.226 14.368 -0.6 -1.0 -1.1
C 15.778 22.036 15.686 0.5 -0.9 0.3
N 17.265 22.030 15.527 -1.1 -1.2 -0.4
C 17.959 20.886 15.182 -0.3 -1.0 0.1
C 19.254 21.249 14.945 -0.1 -2.2 -0.4
N 19.296 22.566 15.116 0.9 2.7 0.4
C 18.088 23.036 15.459 1.4 0.7 0.1
C 20.533 23.364 15.146 0.1 -0.2 0.4
H 14.016 22.170 14.483 0.1 0.0 0.4
H 15.378 21.427 13.629 0.0 0.7 0.7
H 15.313 23.185 13.933 0.2 0.6 -0.2
H 15.554 21.034 16.083 0.1 0.5 -0.1
H 15.459 22.749 16.436 0.1 0.3 0.0
H 17.504 19.880 15.196 0.4 0.7 -0.1
H 20.134 20.649 14.640 -0.7 0.6 0.3
H 17.941 24.072 15.704 -0.4 0.0 0.0
H 21.378 22.712 14.926 0.1 0.1 -0.4
H 20.697 23.761 16.135 -0.1 -0.1 0.6
H 20.499 24.242 14.521 -0.2 -0.1 -0.7
C 27.959 17.082 17.523 0.2 1.2 1.0
O 29.319 17.533 17.507 0.7 0.0 -0.4
O 27.264 17.720 18.488 -0.3 -1.1 -1.1
C 27.465 17.447 16.068 0.2 0.6 -0.4
F 27.681 18.765 15.799 -0.4 -0.7 0.3
F 27.981 16.783 14.975 -0.3 0.2 1.5
F 26.127 17.234 16.047 0.0 0.1 -0.4
C 29.865 18.186 18.656 -0.3 -2.1 -1.4
C 31.017 17.358 19.126 0.7 0.2 -0.6
H 31.784 17.308 18.355 0.3 0.2 0.0
H 31.370 17.878 19.995 0.8 -0.1 0.7
H 30.786 16.318 19.340 -0.5 0.1 0.3
H 29.173 18.200 19.447 -1.3 0.4 0.8
H 30.145 19.177 18.370 0.3 0.8 -0.1
H 27.965 15.974 17.605 -0.1 0.1 -0.1
C 20.062 11.245 13.304 -1.0 3.7 2.6
O 19.610 12.337 12.119 -0.3 0.2 0.1
O 20.705 10.304 12.939 1.6 -2.7 -1.1
C 20.905 12.371 14.146 -0.5 -0.3 -1.1
F 20.129 13.398 14.621 -0.3 -0.1 0.3
F 21.643 11.950 15.204 -0.4 -0.3 -0.1
F 21.761 12.953 13.312 0.9 0.4 -0.1
C 19.471 11.565 10.974 0.7 -0.7 -1.1
C 18.510 12.119 9.893 -0.2 -0.7 0.7
H 18.812 13.061 9.426 0.0 0.1 0.4
H 18.428 11.390 9.074 0.1 0.0 0.2
H 17.521 12.194 10.372 0.2 0.1 -0.6
H 19.099 10.590 11.349 0.1 0.1 -0.9
H 20.470 11.372 10.448 -1.0 0.1 0.8
H 19.086 11.144 13.852 0.0 -0.1 -0.3
C 23.649 20.909 13.304 -2.1 1.0 -1.8
O 23.146 21.596 14.605 -0.3 -1.0 0.0
O 24.885 20.816 13.166 1.3 0.3 -0.1
C 22.999 19.511 13.309 0.3 1.5 0.9
F 23.597 18.778 14.224 0.5 -1.3 0.9
F 21.681 19.522 13.682 -0.5 -0.2 -0.6
F 23.131 18.905 12.136 -0.5 -0.3 -0.4
C 24.263 21.829 15.432 -0.2 0.8 -1.0
C 24.850 23.159 14.984 0.9 0.6 0.0
H 24.682 23.937 15.725 -0.7 0.4 -0.2
H 25.936 23.167 14.954 0.3 -0.4 -0.4
H 24.492 23.416 13.969 0.1 0.0 0.8
H 24.981 21.036 15.293 0.3 -0.3 0.2
H 23.944 21.932 16.457 -0.4 -0.3 0.3
H 23.028 21.524 12.473 0.7 -0.7 1.2
C 20.875 11.875 20.967 -0.9 -0.5 -0.6
O 19.744 11.752 21.845 -0.7 -0.6 -0.1
O 21.300 13.129 20.863 -0.2 -0.6 -0.2
C 21.988 10.953 21.546 0.4 -0.7 -1.0
F 22.713 10.432 20.482 -0.2 0.4 1.0
F 22.861 11.605 22.332 0.1 -0.1 0.0
F 21.560 9.876 22.266 0.4 0.5 -0.3
C 18.859 10.597 21.586 -0.1 1.0 1.6
C 17.628 10.901 22.563 1.6 -0.2 -0.3
H 18.027 10.803 23.583 -0.2 -0.1 -0.1
H 17.297 11.948 22.460 0.1 -0.5 -0.3
H 16.747 10.274 22.460 0.1 -0.2 -0.3
H 19.477 9.664 21.800 -1.4 1.0 -0.2
H 18.526 10.608 20.545 0.1 0.0 0.0
H 20.507 11.311 20.002 0.8 1.0 0.9
C 13.927 13.581 21.490 0.2 -0.9 0.3
O 14.191 13.802 20.065 -0.3 1.0 0.7
O 14.418 12.466 21.923 0.1 0.4 0.1
C 14.441 14.781 22.337 0.8 1.5 1.6
F 13.880 14.818 23.627 0.2 -0.1 -1.8
F 15.781 14.661 22.616 -0.4 0.4 -0.5
F 14.268 16.100 21.849 0.2 -1.9 0.5
C 13.161 14.530 19.428 2.6 0.3 -2.5
C 13.395 14.294 17.924 -2.1 -1.1 1.0
H 12.573 14.805 17.407 0.7 0.4 -0.4
H 14.405 14.500 17.662 0.5 0.5 -0.5
H 13.170 13.241 17.761 0.4 -0.3 -0.2
H 13.210 15.614 19.471 0.1 0.4 1.1
H 12.206 14.187 19.661 -1.7 -0.6 0.8
H 12.850 13.712 21.590 -1.0 0.0 0.0
C 21.873 24.186 20.408 -0.5 0.0 -1.4
O 21.748 24.949 21.618 1.9 1.3 0.1
O 23.033 23.589 20.234 -0.1 0.0 -0.3
C 20.643 23.252 20.473 1.2 2.2 -0.5
F 20.597 22.468 21.521 -0.2 -1.0 0.8
F 19.622 24.106 20.503 -1.7 -0.3 0.1
F 20.524 22.513 19.355 -0.1 -0.5 -0.2
C 22.887 25.873 21.668 -1.8 0.7 0.9
C 22.714 26.855 22.867 0.3 -1.0 -0.9
H 23.676 27.425 22.928 -1.1 0.2 -0.2
H 21.752 27.405 22.756 1.0 0.0 0.3
H 22.716 26.245 23.775 -0.4 0.1 0.0
H 22.993 26.426 20.720 -0.2 -0.2 0.1
H 23.805 25.370 21.864 0.7 -0.8 -0.3
H 21.488 24.899 19.541 1.1 -0.7 1.0
C 23.404 17.636 23.800 -0.8 -1.3 -0.3
O 22.462 18.715 23.957 -0.6 -0.1 -0.8
O 24.582 17.911 23.336 0.4 0.6 -0.3
C 23.457 16.943 25.152 -2.4 -0.3 0.8
F 24.262 17.477 26.005 1.3 0.5 1.1
F 22.168 17.009 25.788 1.5 -0.7 -0.6
F 23.734 15.618 25.059 0.0 0.1 0.0
C 21.080 18.316 23.701 1.2 2.2 -1.3
C 20.430 19.504 22.947 -0.4 -1.7 0.3
H 20.827 19.595 21.937 0.0 -0.1 0.0
H 19.342 19.344 22.891 0.3 0.2 -0.1
H 20.642 20.395 23.474 0.0 1.1 0.6
H 20.624 18.102 24.647 -0.5 -0.3 0.2
H 21.066 17.494 22.985 0.0 -0.5 0.4
H 22.851 16.861 23.209 -0.1 0.1 -0.3
C 16.654 18.059 16.287 -0.3 -0.8 -1.1
O 16.675 17.943 17.671 0.7 -1.1 2.1
O 17.863 17.848 15.718 -0.6 1.1 0.7
C 15.745 16.966 15.631 0.3 3.4 -0.1
F 16.214 15.795 15.904 1.1 -2.1 -1.0
F 14.508 16.942 16.032 -2.3 0.3 0.9
F 15.609 17.315 14.267 0.6 -1.3 0.9
C 15.672 18.595 18.483 0.9 0.2 0.2
C 16.037 18.425 19.996 0.5 0.6 -1.9
H 16.091 17.400 20.369 0.2 0.1 -0.4
H 16.972 19.003 20.049 0.1 -0.6 0.6
H 15.316 18.942 20.592 -0.6 0.4 0.3
H 14.713 18.191 18.232 -0.7 -0.2 0.0
H 15.698 19.681 18.226 -0.2 -0.6 0.3
H 16.088 19.009 16.219 0.2 0.5 -1.3
C 13.402 21.848 17.772 -0.2 1.7 -0.6
O 12.508 20.937 18.281 -1.5 -1.5 1.4
O 12.923 22.701 16.899 0.4 0.3 0.3
C 13.984 22.438 19.119 -0.6 1.1 -0.5
F 14.574 21.505 19.920 -0.2 0.6 -0.3
F 14.924 23.384 18.818 0.3 -0.5 0.2
F 13.066 23.121 19.866 0.5 -0.8 -0.2
C 11.994 19.969 17.414 0.6 -0.5 0.7
C 11.404 18.849 18.264 0.0 0.7 -0.1
H 12.098 18.640 19.085 0.0 -0.6 -0.4
H 10.499 19.205 18.753 -0.2 0.0 -0.1
H 11.152 18.024 17.590 0.2 -0.2 0.5
H 12.790 19.549 16.788 0.2 0.1 -0.2
H 11.245 20.376 16.777 -0.6 0.5 -0.7
H 14.216 21.285 17.345 1.1 -0.9 0.0
```
Positions in Å, forces in eV/Å.

Results
- DFT total energy: -7867.7365 hartree
- Total charge: -2
- LUMO: 2.61 eV
- HOMO level: -3.6 eV

Löwdin population analysis, charges in e, atoms 1 to 99:
1 C -0.03
2 C -0.11
3 N -0.03
4 C 0.01
5 C -0.06
6 N -0.08
7 C -0.03
8 C 0.03
9 H 0.07
10 H 0.08
11 H 0.03
12 H 0.08
13 H 0.11
14 H 0.12
15 H 0.13
16 H 0.12
17 H 0.12
18 H 0.09
19 H 0.06
20 C -0.06
21 C -0.19
22 N -0.04
23 C 0.00
24 C -0.01
25 N -0.05
26 C -0.06
27 C 0.03
28 H 0.06
29 H 0.07
30 H 0.08
31 H 0.12
32 H 0.10
33 H 0.12
34 H 0.09
35 H 0.14
36 H 0.09
37 H 0.07
38 H 0.10
39 C -0.04
40 C -0.14
41 N -0.02
42 C -0.02
43 C -0.02
44 N -0.06
45 C -0.02
46 C 0.03
47 H 0.05
48 H 0.09
49 H 0.08
50 H 0.13
51 H 0.10
52 H 0.09
53 H 0.11
54 H 0.16
55 H 0.09
56 H 0.06
57 H 0.10
58 C -0.06
59 C -0.16
60 N 0.01
61 C 0.00
62 C 0.00
63 N -0.06
64 C -0.02
65 C 0.03
66 H 0.04
67 H 0.09
68 H 0.09
69 H 0.10
70 H 0.09
71 H 0.15
72 H 0.13
73 H 0.15
74 H 0.09
75 H 0.10
76 H 0.08
77 C -0.06
78 C -0.19
79 N -0.03
80 C 0.02
81 C -0.04
82 N -0.05
83 C 0.00
84 C 0.05
85 H 0.07
86 H 0.06
87 H 0.10
88 H 0.13
89 H 0.11
90 H 0.11
91 H 0.11
92 H 0.15
93 H 0.08
94 H 0.06
95 H 0.10
96 C -0.04
97 C -0.13
98 N -0.03
99 C 0.00